Entry 1:
The ion C4H7N2 with charge +1 at a distorted geometry, computed with ωB97M-V/def2-TZVPD.

* E: -7232.061 eV
* Kohn-Sham gap: 11.91 eV
* total charge: +1

Cartesian coordinates (Å):
C -0.137 -0.696 -1.632
C -0.852 0.068 -0.488
C 1.461 -0.065 -0.237
C -0.923 -0.281 0.940
N 1.117 -0.656 -1.447
N 0.210 0.520 0.322
H -0.731 -1.185 -2.451
H -1.573 0.700 -0.837
H 2.176 -0.782 0.330
H 2.006 0.776 -0.498
H -0.611 -1.193 1.245
H -1.651 0.190 1.665
H 0.407 1.431 0.812

Entry 2:
A structure of composition C4H7N2 at a distorted geometry, computed with ωB97M-V/def2-TZVPD.

* E: -7232.281 eV
* Kohn-Sham gap: 11.22 eV
* total charge: +1

Cartesian coordinates (Å):
C 0.448 0.552 1.587
C -0.400 1.212 0.574
C -0.249 -1.328 -0.605
C 1.044 -0.827 -0.070
N 1.146 -0.447 1.275
N 0.120 0.051 -0.813
H 0.482 0.920 2.601
H -1.472 1.066 0.666
H -0.108 2.198 0.234
H -0.234 -1.955 -1.490
H -1.080 -1.523 0.059
H 1.985 -1.128 -0.510
H 0.264 0.484 -1.718

Entry 3:
A cluster of 2 separate species, C4H7N2 in total at a distorted geometry, computed with ωB97M-V/def2-TZVPD.

* E: -7231.750 eV
* Kohn-Sham gap: 11.02 eV
* total charge: +1

Cartesian coordinates (Å):
C -3.464 0.624 0.039
C -1.427 -0.795 -0.091
C 1.922 -0.012 0.062
C 3.330 0.223 0.018
N -2.443 -0.104 0.065
N 0.828 -0.359 0.013
H -4.399 0.307 0.300
H -1.324 -1.192 -1.161
H -0.874 -1.046 0.838
H -3.534 1.605 -0.174
H 3.930 -0.611 0.252
H 3.744 0.986 0.750
H 3.711 0.375 -0.912

Entry 4:
A structure of composition C4H7N2 at a distorted geometry, computed with ωB97M-V/def2-TZVPD.

* E: -7230.031 eV
* Kohn-Sham gap: 10.04 eV
* total charge: +1

Cartesian coordinates (Å):
C 1.544 -0.796 0.341
C 1.434 0.441 -0.055
C -1.017 0.633 0.353
C -0.209 -1.035 -0.632
N -1.252 -0.738 0.209
N 0.131 0.457 -0.718
H 2.159 -1.372 0.935
H 1.921 1.342 0.199
H -1.801 1.179 -0.052
H -0.748 1.046 1.332
H -0.239 -1.771 -1.413
H -1.435 -1.366 0.907
H -0.147 1.051 -1.539

| no. | LUMO energy (Ha) |
| --- | --- |
| 1 | -0.131 |
| 2 | -0.157 |
| 3 | -0.170 |
| 4 | -0.136 |